Here is 2 unconnected molecules or ions with the total composition CH4OP2 at a distorted geometry from OMol25. Energies are from ωB97M-V/def2-TZVPD.

Structure (XYZ):
```
8
Properties=species:S:1:pos:R:3:forces:R:3
C -0.167 -0.378 0.549 2.6 -1.9 -0.6
O -2.196 -0.160 -3.354 -0.1 0.0 -0.6
P -1.759 0.399 -2.069 0.4 -0.3 0.9
P -0.300 -1.086 -1.154 -0.1 2.7 -1.3
H -0.988 -0.340 1.201 -1.2 -0.8 0.8
H 0.131 0.609 0.463 0.7 2.1 -0.3
H 0.773 -0.909 0.928 -1.6 0.6 0.2
H 0.234 0.597 -1.909 -0.7 -2.4 0.7
```
Forces are in eV/Å.

The value obtained for the HOMO-LUMO gap is 7.633 eV. Its relative energy (zero: lowest compared OMol25 entry of this formula, charge and spin) is 1.378 eV. The value obtained for the HOMO energy is -8.594 eV.

***

Here is a molecular structure, C24H32Cl4N2O5P2Ru from OMol25. Energies are from ωB97M-V/def2-TZVPD.

Structure (XYZ):
```
70
Properties=species:S:1:pos:R:3:forces:R:3
Ru 0.284 0.018 -0.156 -0.3 -0.4 0.2
C -1.083 -1.759 4.022 0.0 -0.1 0.0
N -1.081 -0.311 3.873 0.0 0.1 0.0
C -0.978 0.466 5.100 0.0 0.0 0.0
C -1.105 0.241 2.661 0.0 0.0 0.0
O -1.189 -0.424 1.619 0.1 0.0 0.0
C -1.029 1.766 2.560 -0.1 0.0 0.0
O -0.906 2.162 1.217 0.0 0.0 0.0
C -2.119 2.406 0.528 0.0 -0.1 0.0
C -2.530 0.791 -1.180 0.1 0.0 0.0
O -1.867 -0.240 -1.204 0.1 0.1 0.1
N -3.802 0.888 -1.556 0.0 0.1 0.0
C -4.522 -0.308 -1.967 0.0 0.0 0.0
C -4.516 2.153 -1.671 0.0 0.0 0.0
H -1.962 -2.072 4.586 0.0 0.0 0.0
H -0.189 -2.072 4.562 0.0 0.0 0.0
H -1.099 -2.220 3.039 0.0 0.0 0.0
H -1.474 -0.082 5.898 0.0 0.0 0.0
H -1.474 1.428 5.007 0.0 0.0 0.0
H 0.065 0.624 5.387 0.0 0.0 0.0
H -0.159 2.146 3.099 0.0 0.0 0.0
H -1.915 2.206 3.031 0.0 0.0 0.0
H -2.300 3.482 0.496 0.0 -0.1 0.0
H -2.949 1.875 1.009 0.0 0.0 0.0
H -3.901 -1.180 -1.793 0.0 0.0 0.0
H -4.771 -0.242 -3.027 0.0 0.0 0.0
H -5.445 -0.392 -1.392 0.0 0.0 0.0
H -3.817 2.976 -1.775 0.0 0.0 0.0
H -5.169 2.317 -0.812 0.0 0.0 0.0
H -5.133 2.116 -2.569 0.0 0.0 0.0
C 0.972 -2.770 -2.573 0.0 0.0 0.0
P 1.287 -2.138 -0.901 0.1 0.1 0.1
C 1.203 -3.638 0.137 0.0 0.0 0.0
C 3.069 -1.725 -0.858 0.0 -0.1 0.0
C 3.958 -2.327 -1.745 0.1 0.0 0.0
C 5.312 -2.033 -1.710 0.0 0.0 0.0
C 5.799 -1.142 -0.768 0.0 0.0 0.0
C 4.924 -0.537 0.119 0.0 0.0 0.0
C 3.558 -0.804 0.080 0.0 0.0 0.1
P 2.432 0.092 1.220 0.1 0.1 -0.2
C 2.993 -0.481 2.864 0.0 0.0 0.0
C 3.055 1.804 1.163 0.1 0.0 0.0
H 1.528 -3.683 -2.789 0.0 0.0 0.0
H 1.230 -2.001 -3.301 0.0 0.0 0.0
H -0.094 -2.977 -2.659 0.0 0.0 0.0
H 1.933 -4.373 -0.205 0.0 0.0 0.0
H 0.204 -4.071 0.090 0.0 0.0 0.0
H 1.419 -3.380 1.174 0.0 0.0 0.0
H 3.596 -3.028 -2.485 0.0 0.0 0.0
H 5.984 -2.503 -2.415 0.0 0.0 0.0
H 6.855 -0.911 -0.729 0.0 0.0 0.0
H 5.319 0.167 0.840 0.0 0.0 0.0
H 4.071 -0.337 2.959 0.0 0.0 0.0
H 2.766 -1.538 2.995 0.0 0.0 0.0
H 2.491 0.085 3.650 0.0 0.0 0.0
H 4.101 1.886 1.461 0.0 0.0 0.0
H 2.453 2.420 1.832 0.0 0.0 0.0
H 2.937 2.172 0.145 0.0 0.0 0.0
Cl 0.514 4.341 -6.342 0.0 0.0 0.0
C 0.747 3.368 -4.946 0.1 0.0 0.0
C 2.032 3.083 -4.466 0.0 0.0 0.0
Cl 3.401 3.714 -5.293 0.0 0.0 0.0
C 2.216 2.297 -3.330 0.1 0.0 0.0
Cl 3.799 1.932 -2.738 -0.1 0.0 0.0
C 1.120 1.763 -2.624 0.1 -0.1 0.0
O 1.294 1.016 -1.556 0.1 0.2 -0.1
C -0.102 2.077 -3.166 -0.1 0.0 0.0
O -1.949 1.977 -0.796 -0.1 0.1 -0.1
C -0.347 2.841 -4.260 -0.1 0.0 0.0
Cl -1.986 3.131 -4.747 0.1 0.0 0.0
```
Forces are in eV/Å.

The value obtained for the HOMO-LUMO gap (spin up / spin down) is 7.589 / 7.133 eV. Its relative energy (zero: lowest compared OMol25 entry of this formula, charge and spin) is 2.281 eV. The value obtained for the HOMO energy (spin up / spin down) is -9.618 / -10.207 eV. As for the charge: +1. The multiplicity is 6.

***

Here is a single C6H12N2O5S molecule at a distorted geometry from OMol25. Energies are from ωB97M-V/def2-TZVPD.

Structure (XYZ):
```
26
Properties=species:S:1:pos:R:3:forces:R:3
C 3.589 -0.669 0.169 -2.3 2.1 -1.6
C 3.010 -0.037 -1.116 2.5 -1.6 1.6
N 1.850 0.425 -1.134 -3.9 -1.0 -2.2
O 1.123 0.804 -2.064 0.9 0.5 0.3
O 1.022 0.151 0.082 0.6 1.1 1.0
S 0.262 -1.225 0.439 -2.2 -0.2 0.4
O 0.507 -1.438 1.831 0.2 0.1 -0.5
O 0.551 -2.215 -0.527 1.0 -0.2 -0.7
N -1.386 -0.895 0.258 1.3 0.2 0.1
C -2.026 -0.341 1.432 -1.5 0.8 0.3
C -2.084 1.220 1.380 0.7 -1.9 1.2
O -2.634 1.652 0.181 -0.7 0.6 0.7
C -1.811 1.301 -0.910 0.2 -0.5 -0.2
C -1.724 -0.252 -1.035 0.8 -0.1 -0.4
H 3.235 0.020 0.968 0.3 -1.2 -0.1
H 4.610 -0.518 -0.009 1.7 -0.7 0.4
H 3.175 -1.680 0.128 0.6 0.0 0.8
H 3.562 -0.152 -2.047 -0.4 0.7 0.1
H -1.439 -0.627 2.301 -0.4 -0.2 0.1
H -3.081 -0.763 1.477 1.2 0.4 0.1
H -2.569 1.534 2.337 -0.2 0.3 -1.2
H -1.039 1.531 1.439 0.3 0.4 0.1
H -0.711 1.725 -0.738 -2.5 -0.5 -0.9
H -2.497 1.626 -1.753 1.8 0.2 0.4
H -2.698 -0.666 -1.472 1.5 0.3 0.7
H -0.798 -0.512 -1.618 -1.5 0.3 -0.5
```
Forces are in eV/Å.

The value obtained for the HOMO-LUMO gap is 9.055 eV. The value obtained for the HOMO energy is -9.081 eV.

***

Here is a molecular structure, C25H27Cl2N3RuS from OMol25. Energies are from ωB97M-V/def2-TZVPD.

Structure (XYZ):
```
59
Properties=species:S:1:pos:R:3:forces:R:3
Ru 0.212 1.134 0.186 0.1 0.2 -0.1
Cl 2.632 1.280 0.505 0.1 -0.3 0.0
C 3.062 2.963 0.288 0.1 0.1 0.0
C 4.398 3.301 0.268 -0.1 -0.1 0.0
C 4.719 4.640 0.115 0.0 0.1 0.0
C 3.723 5.597 -0.014 0.0 0.0 0.0
C 2.390 5.224 0.007 0.0 0.1 0.0
Cl 1.173 6.429 -0.155 0.0 0.0 0.0
C 2.028 3.880 0.158 -0.1 -0.1 0.0
S 0.345 3.408 0.176 -0.1 0.0 0.0
H 5.165 2.546 0.369 0.0 0.0 0.0
H 5.757 4.941 0.094 0.0 0.0 0.0
H 3.974 6.641 -0.134 0.0 0.0 0.0
C -3.566 1.193 3.094 0.0 0.1 0.0
N -2.565 0.828 2.082 0.0 0.0 0.1
C -1.248 0.494 2.595 0.0 0.0 0.0
C -2.777 1.010 0.771 0.0 0.1 -0.2
N -1.745 1.175 -0.075 -0.2 -0.1 0.1
N -4.043 1.068 0.310 0.1 0.0 -0.1
C -4.321 1.638 -1.005 0.0 0.0 0.0
C -5.078 0.153 0.803 0.0 0.0 0.0
H -3.085 1.831 3.833 0.0 0.0 0.0
H -3.967 0.312 3.593 0.0 0.0 0.0
H -4.374 1.756 2.641 0.0 0.0 0.0
H -0.921 -0.486 2.245 0.0 0.0 -0.1
H -1.299 0.461 3.680 0.0 0.0 0.0
H -0.499 1.272 2.361 0.0 0.0 0.0
H -2.057 1.292 -1.030 0.0 -0.1 0.0
H -3.763 2.561 -1.151 0.0 0.0 0.0
H -5.379 1.883 -1.047 0.0 0.0 0.0
H -4.106 0.933 -1.815 0.0 0.0 0.0
H -4.682 -0.485 1.586 0.0 0.0 0.0
H -5.404 -0.480 -0.023 0.0 0.0 0.0
H -5.940 0.701 1.183 0.0 0.0 0.0
C 3.706 -5.096 0.117 0.0 0.0 0.0
C 3.321 -4.717 1.403 0.0 0.0 0.0
C 2.557 -3.588 1.580 0.0 0.0 -0.1
C 2.116 -2.838 0.463 0.0 0.0 0.0
C 2.551 -3.221 -0.832 0.0 0.0 0.1
C 3.332 -4.341 -0.995 0.0 0.0 0.0
C 1.288 -1.702 0.710 -0.1 0.0 -0.1
C 0.583 -0.941 -0.209 0.1 0.1 0.3
C 0.078 -1.430 -1.451 -0.1 0.1 -0.1
C -0.012 -0.557 -2.560 0.0 0.0 0.0
C -0.473 -1.012 -3.773 0.0 0.0 0.0
C -0.920 -2.332 -3.891 0.0 0.0 0.0
C -0.892 -3.194 -2.797 0.0 0.0 0.0
C -0.391 -2.756 -1.589 0.0 0.0 0.0
H 4.322 -5.976 -0.018 0.0 0.0 0.0
H 3.630 -5.304 2.257 0.0 0.0 0.0
H 2.263 -3.281 2.576 0.0 0.0 0.0
H 2.298 -2.613 -1.689 0.0 0.0 0.0
H 3.672 -4.625 -1.981 0.0 0.0 0.0
H 1.297 -1.374 1.748 -0.1 0.0 0.0
H 0.337 0.468 -2.459 0.0 0.0 0.0
H -0.497 -0.356 -4.632 0.0 0.0 0.0
H -1.300 -2.682 -4.841 0.0 0.0 0.0
H -1.257 -4.206 -2.897 0.0 0.0 0.0
H -0.365 -3.419 -0.735 0.0 0.0 0.0
```
Forces are in eV/Å.

The value obtained for the HOMO-LUMO gap (spin up / spin down) is 7.682 / 5.548 eV. Its relative energy (zero: lowest compared OMol25 entry of this formula, charge and spin) is 0.463 eV. The value obtained for the HOMO energy (spin up / spin down) is -13.765 / -14.032 eV. As for the charge: +2. The multiplicity is 5.

***

Here is 2 unconnected molecules or ions with the total composition C8H10F3NOS at a distorted geometry from OMol25. Energies are from ωB97M-V/def2-TZVPD.

Structure (XYZ):
```
24
Properties=species:S:1:pos:R:3:forces:R:3
C 3.187 0.530 0.794 0.4 0.2 2.8
C 2.959 1.364 -0.318 1.4 0.3 0.2
C 2.654 -0.690 0.670 -0.5 -0.6 -1.0
C 2.488 0.662 -1.368 -1.9 1.1 -2.5
C -2.702 -1.796 -0.415 0.5 1.3 -0.3
C -1.576 -0.004 0.862 -4.4 -0.3 2.4
C -1.268 -0.179 -1.438 -0.8 -0.5 -1.8
C -1.341 -0.750 -2.839 -0.3 -1.9 -0.7
N -1.956 -0.693 -0.383 1.2 -0.1 -1.7
O -0.677 1.034 -1.400 0.3 1.4 0.5
F -2.571 -0.683 -3.488 0.4 -0.1 1.0
F -0.512 -0.250 -3.774 0.2 0.7 1.2
F -1.016 -2.103 -2.827 -0.6 0.8 0.3
S 1.925 -0.886 -0.899 0.9 -0.5 0.4
H 3.660 0.686 1.816 -0.5 0.7 -1.7
H 3.265 2.387 -0.295 0.1 0.5 -0.4
H 2.756 -1.414 1.444 -0.4 -0.8 0.0
H -2.956 -2.393 -1.252 0.3 0.4 -1.2
H 2.223 1.067 -2.432 0.5 -0.9 2.3
H -2.919 -2.288 0.451 -0.5 -0.6 2.6
H -2.501 -0.041 1.641 2.0 0.2 -2.1
H -0.817 -0.485 1.371 1.7 -1.5 0.6
H -1.252 1.002 0.761 -0.1 0.7 -0.6
H -1.296 1.784 -1.474 0.1 -0.4 -0.2
```
Forces are in eV/Å.

The value obtained for the HOMO-LUMO gap (spin up / spin down) is 7.638 / 7.664 eV. Its relative energy (zero: lowest compared OMol25 entry of this formula, charge and spin) is 1.962 eV. The value obtained for the HOMO energy (spin up / spin down) is -7.194 / -7.205 eV.

***

| no. | E_tot (Eh) |
| --- | --- |
| 1 | -798.3654 |
| 2 | -4037.5329 |
| 3 | -1119.5175 |
| 4 | -2545.9533 |
| 5 | -1138.4768 |